5 unconnected molecules or ions with the total composition H8IO4, computed with ωB97M-V/def2-TZVPD.

lowest unoccupied orbital energy: 3.4 eV
orbital gap: 8.3 eV
E: -16424.1068 eV
E_HOMO: -4.9 eV

```
! RIJCOSX wB97M-V def2-TZVPD def2/J DEFGRID3
* xyz -1 1
I 0.00 0.45 0.50
O 0.85 -1.40 -2.46
H 0.68 -0.75 -1.75
H 0.05 -1.36 -2.99
O 2.69 2.60 1.66
H 3.51 2.12 1.49
H 2.00 2.01 1.30
O -2.82 0.82 -1.78
H -2.07 0.67 -1.17
H -2.91 1.77 -1.79
O -1.00 -2.51 2.41
H -0.87 -1.69 1.89
H -0.10 -2.73 2.68
*
```

Quick look at the Löwdin charges, all values in e: atom 1 (I): 0.0593, atom 2 (O): -0.1402, atom 3 (H): -0.1392, atom 4 (H): 0.0138, atom 5 (O): -0.1393, atom 6 (H): 0.0123, atom 7 (H): -0.1498, atom 8 (O): -0.1356, atom 9 (H): -0.1393, atom 10 (H): 0.0142, atom 11 (O): -0.1355, atom 12 (H): -0.1336, atom 13 (H): 0.0130